The following is a quantum chemistry calculation of 2 unconnected molecules or ions with the total composition C4H9NO in a non-equilibrium geometry, from OMol25.

Properties
Total energy ... -7829.39477 eV
Strongest force on any atom ... 3.60 eV Å⁻¹
SMILES ... C=CC(=C)N.O
ΔE to the lowest compared entry with this formula, charge and spin ... 2.925 eV
Gap between HOMO and LUMO ... 9.256 eV

Last column: Löwdin charge in e.
Element x y z (Å)
C  -1.48  -1.54  -0.40  0.01
C  -1.79  -0.44  0.35  -0.12
C  -0.83  0.75  0.38  -0.39
C  -0.21  1.19  -0.77  0.02
N  -0.39  1.21  1.70  0.04
H  -2.03  -2.43  -0.37  0.03
H  -0.76  -1.56  -1.22  0.06
H  -2.59  -0.56  1.13  0.11
H  -0.87  1.02  -1.62  0.05
H  0.49  1.98  -0.79  0.03
H  -1.23  1.57  2.11  0.06
H  0.39  1.94  1.69  0.11
O  4.03  -0.83  -0.55  -0.05
H  4.07  -1.23  -1.45  0.06
H  3.21  -1.07  -0.18  -0.01

=====

The following is a quantum chemistry calculation of C4H9NO in the gas phase, from OMol25.

Properties
Total energy ... -7830.91314 eV
Strongest force on any atom ... 0.53 eV Å⁻¹
SMILES ... CCO/C=N/C
ΔE to the lowest compared entry with this formula, charge and spin ... 1.407 eV
Gap between HOMO and LUMO ... 10.767 eV

Last column: Löwdin charge in e.
Element x y z (Å)
C  1.81  1.55  -1.24  -0.08
C  0.72  0.53  -1.06  -0.25
O  1.06  -0.29  0.07  -0.07
C  0.03  -0.82  0.75  -0.27
N  -1.18  -0.68  0.43  -0.01
C  -2.16  -1.21  1.35  -0.14
H  1.86  2.22  -0.38  0.08
H  2.79  1.07  -1.37  0.08
H  1.61  2.16  -2.13  0.08
H  -0.26  0.99  -0.89  0.11
H  0.62  -0.13  -1.93  0.12
H  0.41  -1.38  1.61  0.14
H  -2.82  -0.40  1.68  0.07
H  -1.71  -1.67  2.25  0.07
H  -2.79  -1.96  0.86  0.07

=====

- Which formula does entry 2 have?
  C4H9NO

=====

- What is the formula in the first record?
  C4H9NO

=====

Copy entry 1 word for word.
The following is a quantum chemistry calculation of 2 unconnected molecules or ions with the total composition C4H9NO in a non-equilibrium geometry, from OMol25.

Properties
Total energy ... -7829.39477 eV
Strongest force on any atom ... 3.60 eV Å⁻¹
SMILES ... C=CC(=C)N.O
ΔE to the lowest compared entry with this formula, charge and spin ... 2.925 eV
Gap between HOMO and LUMO ... 9.256 eV

Last column: Löwdin charge in e.
Element x y z (Å)
C  -1.48  -1.54  -0.40  0.01
C  -1.79  -0.44  0.35  -0.12
C  -0.83  0.75  0.38  -0.39
C  -0.21  1.19  -0.77  0.02
N  -0.39  1.21  1.70  0.04
H  -2.03  -2.43  -0.37  0.03
H  -0.76  -1.56  -1.22  0.06
H  -2.59  -0.56  1.13  0.11
H  -0.87  1.02  -1.62  0.05
H  0.49  1.98  -0.79  0.03
H  -1.23  1.57  2.11  0.06
H  0.39  1.94  1.69  0.11
O  4.03  -0.83  -0.55  -0.05
H  4.07  -1.23  -1.45  0.06
H  3.21  -1.07  -0.18  -0.01

=====

- Which of these has the lowest gap between HOMO and LUMO?
  number 1